Arrangement i

Formula: C2H3BrO
Source: the Open Molecules 2025 dataset
Level of theory: wB97M-V/def2-TZVPD

```
7
C2H3BrO (wB97M-V/def2-TZVPD)
C -0.96906 0.96173 -0.11206
C -0.05821 1.70243 0.02256
O 0.92153 -1.72315 -0.20609
Br -2.39589 -0.14949 -0.08136
H 1.54800 -1.85585 0.57992
H 0.83013 2.25714 -0.02129
H 0.12351 -1.19281 -0.18168
```

Mulliken atomic charge list, values in e, 2 entries: C -0.6933; C 0.3192

Arrangement ii

Formula: C2H3BrO
Source: the Open Molecules 2025 dataset
Level of theory: wB97M-V/def2-TZVPD

```
7
C2H3BrO (wB97M-V/def2-TZVPD)
C 0.04256 -0.75643 -0.45699
C 0.01656 0.43403 0.42550
O 1.09482 0.09379 -0.36636
Br -0.87968 2.15577 0.18535
H 0.22927 -1.78924 -0.04554
H -0.58376 -0.64392 -1.29481
H 0.08023 0.50601 1.55286
```

Mulliken atomic charge list, values in e, 2 entries: C -0.0876; C -0.1219

Name the most stable of them. arrangement ii.

Arrangement i

Formula: C4H12N2O2
Source: the Open Molecules 2025 dataset
Level of theory: wB97M-V/def2-TZVPD

```
20
C4H12N2O2 (wB97M-V/def2-TZVPD)
O -0.09680 -0.17029 -2.33912
C -0.45470 0.46662 -1.39753
O -1.70025 0.77159 -1.04123
C 0.53278 0.93314 -0.33445
C 0.78427 -0.17664 0.70772
C -0.50040 -0.50518 1.49575
N -1.28892 -1.66441 0.96062
N 1.82781 1.19303 -1.05369
H -2.32304 0.71439 -1.79306
H 0.24195 1.84255 0.18889
H 1.49098 0.17624 1.44491
H 1.04730 -1.05158 0.12540
H -1.21283 0.29480 1.62136
H -0.23212 -0.74108 2.52716
H -1.96620 -1.97075 1.66881
H -1.87569 -1.41781 0.16284
H -0.77839 -2.52038 0.76427
H 2.07627 0.43455 -1.69659
H 1.82826 2.05562 -1.61161
H 2.59972 1.33559 -0.40043
```

Summary:
net charge: +2

Mulliken atomic charge list, values in e, 2 entries: O -0.4630; C 0.3789

Arrangement ii

Formula: C4H12N2O2
Source: the Open Molecules 2025 dataset
Level of theory: wB97M-V/def2-TZVPD

```
20
C4H12N2O2 (wB97M-V/def2-TZVPD)
O 0.53397 -0.93769 -2.20669
C 0.93874 -0.50300 -1.17717
O 1.78403 0.52050 -0.99885
C 0.47390 -0.99318 0.19350
C -0.72815 -0.16858 0.69344
C -0.46188 1.27349 1.05633
N -0.62118 2.25118 -0.11054
N 0.02699 -2.42013 -0.01692
H 2.30996 0.72404 -1.79839
H 1.28899 -1.02549 0.89770
H -1.06184 -0.62804 1.62916
H -1.60046 -0.34870 0.05975
H 0.54805 1.48609 1.39104
H -1.18081 1.60203 1.78196
H -0.57940 3.20970 0.24592
H 0.11833 2.17936 -0.81462
H -1.54640 2.18153 -0.54596
H -0.80773 -2.48235 -0.61303
H 0.75214 -2.96525 -0.50048
H -0.18724 -2.95549 0.83384
```

Summary:
net charge: +2

Mulliken atomic charge list, values in e, 2 entries: O -0.4501; C 0.4087

Arrangement iii

Formula: C4H12N2O2
Source: the Open Molecules 2025 dataset
Level of theory: wB97M-V/def2-TZVPD

```
20
C4H12N2O2 (wB97M-V/def2-TZVPD)
C -0.22571 -0.32512 -0.23934
C 1.52801 -0.01505 1.41094
C 1.92978 -0.49441 -1.02946
C -2.69702 -0.25574 -0.39367
N -1.32276 0.35062 -0.43935
N 1.03795 0.17438 0.02999
O -3.09730 -0.27665 0.84700
O 0.93071 1.73016 -0.35676
H -0.47297 -1.43053 -0.01863
H 2.63057 0.05475 1.22278
H 1.20719 0.78666 2.14638
H 1.23199 -0.88875 1.94370
H 1.98216 -1.58355 -1.00630
H 1.72256 -0.12617 -2.08306
H 2.93998 -0.29456 -0.61732
H -3.27205 0.24229 -1.17723
H -2.40796 -1.23979 -0.77835
H -1.23775 1.32400 -0.48425
H -3.99029 0.04245 0.81863
H 1.58292 2.22500 0.20430
```

Summary:
net charge: +2

Mulliken atomic charge list, values in e, 2 entries: C -0.0042; C -0.5975

Name the most stable of them. arrangement ii.

Arrangement i

Formula: CHCl2N2O2
Source: the Open Molecules 2025 dataset
Level of theory: wB97M-V/def2-TZVPD

```
8
CHCl2N2O2 (wB97M-V/def2-TZVPD)
C 0.87315 -0.14166 0.04946
N -0.16130 0.69272 0.32853
N -1.36077 0.25137 0.06505
O -1.53818 -0.84671 -0.47647
O -2.29421 0.97635 0.38759
Cl 2.16449 0.05838 1.24614
Cl 1.67628 0.22338 -1.58313
H 0.64054 -1.21383 -0.01716
```

Summary:
net charge: -1

Mulliken atomic charge list, values in e, 2 entries: C 0.1072; N -0.6741

Arrangement ii

Formula: CHCl2N2O2
Source: the Open Molecules 2025 dataset
Level of theory: wB97M-V/def2-TZVPD

```
8
CHCl2N2O2 (wB97M-V/def2-TZVPD)
C 0.20218 -0.45829 0.15346
N -0.38066 0.66593 0.23801
N -1.70416 0.69641 -0.09808
O -2.25468 1.75418 0.12666
O -2.28699 -0.30564 -0.46546
Cl 4.69794 -0.37398 -0.26196
Cl 1.85036 -0.53356 0.55093
H -0.12400 -1.44506 -0.24356
```

Summary:
net charge: -1

Mulliken atomic charge list, values in e, 2 entries: C 0.0950; N -0.4565

Name the most stable of them. arrangement i.

Arrangement i

Formula: C8H10S
Source: the Open Molecules 2025 dataset
Level of theory: wB97M-V/def2-TZVPD

```
19
C8H10S (wB97M-V/def2-TZVPD)
C 3.12001 -1.10704 1.79961
C 2.51900 -1.53077 0.88108
C 0.57185 -1.33657 -0.77365
C 0.10653 -0.26895 -0.13483
C 1.84664 -2.02196 -0.42598
C -2.08356 0.57145 0.76465
C -0.85569 1.90428 -0.98327
C -1.12432 0.44389 -0.45260
S 2.44135 -3.34251 -1.09775
H 3.59913 -0.53157 2.58886
H 0.09298 -1.84565 -1.63686
H 0.60683 0.02374 0.73720
H -3.07030 0.28626 0.48958
H -1.68658 -0.00297 1.56231
H -2.05843 1.72957 1.18210
H -0.24343 2.70889 -0.31476
H -1.84721 2.40207 -1.05377
H -0.30028 2.05205 -1.93078
H -1.63453 -0.13420 -1.20113
```

Mulliken atomic charge list, values in e, 2 entries: C 0.2613; C -0.6788

Arrangement ii

Formula: C8H10S
Source: the Open Molecules 2025 dataset
Level of theory: wB97M-V/def2-TZVPD

```
19
C8H10S (wB97M-V/def2-TZVPD)
C -1.13865 -0.16811 1.43837
C -2.25496 -0.60201 1.95207
C 0.24170 0.31418 1.67622
C 0.08072 -0.63643 -0.45924
C -1.31412 -0.16570 -0.09204
C 0.67978 0.54036 0.22907
C -2.57840 -0.58589 -0.80178
C 2.09764 1.05787 -0.12141
S -0.71250 1.61448 -0.31203
H 0.23621 1.11598 2.33310
H 0.88004 -0.51643 2.24053
H 0.22799 -1.68367 0.00616
H 0.32966 -0.78123 -1.45086
H -2.54779 -1.67164 -0.92197
H -2.72983 -0.08621 -1.73348
H -3.37460 -0.13807 -0.31688
H 2.80439 0.28453 -0.04640
H 2.24444 1.92216 0.51125
H 2.19084 1.44653 -1.02747
```

Mulliken atomic charge list, values in e, 2 entries: C 0.2562; C -0.7170

Name the most stable of them. arrangement i.

Arrangement i

Formula: C2H5BrSi
Source: the Open Molecules 2025 dataset
Level of theory: wB97M-V/def2-TZVPD

```
9
C2H5BrSi (wB97M-V/def2-TZVPD)
C -1.61187 0.14421 -0.14352
C -0.63881 0.95556 -0.49095
Si 1.07520 0.56735 0.11949
Br 2.51552 -3.55519 1.00455
H -2.56997 0.35045 -0.57967
H -1.24752 -0.63840 0.47557
H -0.88877 1.69661 -1.12439
H 2.29224 1.08076 -0.43827
H 1.07399 -0.60136 1.17719
```

Mulliken atomic charge list, values in e, 2 entries: C -0.6710; C -0.2490

Arrangement ii

Formula: C2H5BrSi
Source: the Open Molecules 2025 dataset
Level of theory: wB97M-V/def2-TZVPD

```
9
C2H5BrSi (wB97M-V/def2-TZVPD)
C 1.06611 -0.17688 0.00634
C -0.13810 0.19973 -0.91935
Si -0.50352 0.17967 0.91802
Br -0.99462 1.95462 2.15335
H 1.19152 -1.26891 -0.19364
H 2.00509 0.31845 0.02294
H -0.36455 1.10420 -1.32683
H -0.35053 -0.58470 -1.65519
H -1.91140 -1.72617 0.99436
```

Mulliken atomic charge list, values in e, 2 entries: C -0.5929; C -0.5656

Name the most stable of them. arrangement ii.

Arrangement i

Formula: C23H28ClN5O3
Source: the Open Molecules 2025 dataset
Level of theory: wB97M-V/def2-TZVPD

```
60
C23H28ClN5O3 (wB97M-V/def2-TZVPD)
N 0.90236 -1.40560 5.92487
O 1.61030 -2.51270 -2.84196
O 4.11728 0.79575 -0.74811
Cl -4.67046 -1.40547 6.21745
C -0.19356 -1.10386 5.66700
N -5.69617 -2.29236 3.96194
O 1.79503 -0.87876 0.82333
C 1.81635 -1.34149 -3.11714
C 3.51637 1.49859 -1.55215
C -5.70366 -2.62093 2.65961
C -4.56650 -1.82051 4.52483
C -0.36317 -1.65198 0.24176
C -4.57490 -2.48681 1.85310
C -1.69212 -1.96079 0.54872
C 0.01210 -0.90843 2.51442
C 0.50320 -1.13424 1.21415
C -3.41731 -2.00075 2.44283
C -2.12840 -1.75444 1.85654
C -3.37245 -1.65640 3.78534
C -1.30737 -1.24773 2.84971
N 4.00100 2.71387 -1.83182
N -2.05706 -1.20124 4.04251
N 2.11340 -0.46383 -2.16029
C 2.80014 -0.76042 1.84343
C 1.72632 -0.89281 -4.56152
C 3.47586 3.70160 -2.77654
C -1.56045 -0.68007 5.33793
C -1.54417 1.84248 -1.55558
C -0.35275 2.30277 -3.67240
C -0.33914 1.43963 -2.40631
C 0.96251 1.62800 -1.60312
C 2.22419 1.00029 -2.24077
H -6.62135 -2.99976 2.22001
H 0.01534 -1.83772 -0.75809
H -4.61276 -2.75446 0.80412
H -2.35467 -2.36955 -0.20711
H 0.66336 -0.48257 3.26571
H 4.84443 2.94738 -1.32898
H 2.25526 -0.86370 -1.23991
H 3.79381 -0.82204 1.38859
H 2.71451 -1.56783 2.57886
H 2.71892 0.20379 2.35517
H 1.60861 -1.77343 -5.19155
H 0.86539 -0.24374 -4.68805
H 2.64232 -0.37587 -4.83848
H 4.20948 4.49769 -2.91547
H 3.27978 3.24160 -3.74647
H 2.55691 4.14550 -2.39054
H -2.18809 -1.02708 6.15601
H -1.60200 0.41214 5.32028
H -2.46150 1.72144 -2.13135
H -1.45255 2.88037 -1.23533
H -1.60097 1.20033 -0.67554
H 0.47607 2.04323 -4.32671
H -1.28318 2.13507 -4.21523
H -0.28364 3.35775 -3.40655
H -0.45738 0.39391 -2.68629
H 1.11967 2.69541 -1.45584
H 0.83105 1.19232 -0.61251
H 2.28640 1.30848 -3.28051
```

Mulliken atomic charge list, values in e, 2 entries: N -0.4826; O -0.6867

Arrangement ii

Formula: C23H28ClN5O3
Source: the Open Molecules 2025 dataset
Level of theory: wB97M-V/def2-TZVPD

```
60
C23H28ClN5O3 (wB97M-V/def2-TZVPD)
C 5.63883 0.04238 2.68441
H 5.93722 0.79047 3.41449
H 5.72744 -0.93672 3.14699
H 6.31407 0.08918 1.83456
C 4.21299 0.31855 2.22094
N 3.85173 -0.48152 1.06318
C 3.64127 -1.88186 1.38980
C 3.37545 -2.68358 0.10937
N 2.25441 -2.17635 -0.65646
C 2.45537 -0.76536 -0.90534
C 2.68404 0.04011 0.37828
H 2.86277 1.08918 0.12680
H 1.77775 -0.00710 1.01586
H 1.59755 -0.37214 -1.45179
H 3.34509 -0.66785 -1.53462
C 0.94691 -2.53226 -0.12225
C 0.31014 -3.63841 -0.96948
C 0.08409 -3.19450 -2.41791
N -0.69784 -1.97564 -2.49668
C -1.92766 -1.86993 -1.98203
O -2.56192 -2.78813 -1.50017
C -2.49354 -0.43668 -2.02705
N -1.72838 0.52835 -1.24282
C -0.69434 1.15038 -1.87479
O -0.35649 0.78986 -2.99678
C 0.03006 2.27490 -1.23378
C 1.31069 2.55554 -1.71107
C 1.98432 3.68090 -1.27344
C 1.33235 4.51939 -0.38357
N 0.11606 4.27838 0.06967
C -0.52257 3.19748 -0.33458
O -1.78259 3.08051 0.16242
C -2.08403 1.88260 0.78264
C -2.46154 1.95665 2.11677
C -2.83193 0.82541 2.81613
C -2.80496 -0.39677 2.16312
C -2.42936 -0.48890 0.83389
C -2.05944 0.65189 0.12180
H -2.44217 -1.45450 0.35571
Cl -3.24809 -1.83242 3.00702
H -3.13641 0.88900 3.84775
H -2.47610 2.92915 2.58215
H 1.79204 5.42463 -0.01130
H 2.97741 3.90683 -1.62606
H 1.74771 1.88770 -2.43843
H -3.51695 -0.45640 -1.64877
H -2.48817 -0.09048 -3.06449
H -0.28345 -1.15375 -2.91900
H -0.43828 -3.99230 -2.95568
H 1.04434 -3.00109 -2.89415
H 0.96201 -4.51179 -0.97850
H -0.64634 -3.92023 -0.52915
H 1.01108 -2.87908 0.91594
H 0.28941 -1.65778 -0.12745
H 3.19463 -3.73143 0.35503
H 4.26162 -2.62275 -0.52874
H 4.53844 -2.27222 1.87061
H 2.79399 -2.00128 2.09267
H 3.50893 0.16155 3.05897
H 4.14172 1.36807 1.92102
```

Mulliken atomic charge list, values in e, 2 entries: C -1.3208; H 0.4317

Name the most stable of them. arrangement ii.